Record 1
C3H4F2NPS as an isolated structure. Source: the Open Molecules 2025 dataset; level of theory: the ωB97M-V functional and the def2-TZVPD basis.

total energy = -30221.318 eV
HOMO-LUMO gap (alpha / beta) = 7.16 / 9.38 eV
energy relative to the best compared isomer or geometry (same formula, charge and spin) = 4.100 eV
maximum force = 5.78 eV/Å

Each line ends with the Mulliken charge.
Cartesian coordinates (Å):
C: 0.989 0.241 -0.103  0.308
C: -1.326 -0.670 0.187  -0.380
C: -1.580 0.790 -0.251  -0.663
N: -0.155 -1.301 -0.233  -0.400
F: 3.020 -1.539 0.134  -0.261
F: 3.503 0.683 0.597  -0.263
P: 2.715 -0.102 -0.576  0.332
S: 0.103 1.598 -0.041  -0.144
H: -1.141 -0.797 1.323  0.287
H: -2.090 -1.209 -0.253  0.393
H: -1.832 1.088 -1.190  0.403
H: -2.205 1.217 0.406  0.387



Record 2
One molecule with the formula C3H4F2O2. Source: the Open Molecules 2025 dataset; level of theory: the ωB97M-V functional and the def2-TZVPD basis.

total energy = -12704.394 eV
HOMO-LUMO gap = 11.14 eV
structure (SMILES) = O=C[C@@H](O)C(F)F
energy relative to the best compared isomer or geometry (same formula, charge and spin) = 0.694 eV
maximum force = 2.79 eV/Å

Each line ends with the Mulliken charge.
Cartesian coordinates (Å):
C: -0.182 -0.502 -0.184  0.071
C: 0.955 0.571 -0.524  0.227
C: -1.686 -0.118 0.260  0.249
O: 0.395 -1.397 0.696  -0.563
O: 2.050 0.474 -0.021  -0.494
F: -2.509 -0.202 -0.799  -0.246
F: -1.838 1.213 0.697  -0.287
H: -0.424 -1.055 -1.167  0.206
H: 0.471 1.419 -1.235  0.246
H: -2.018 -0.654 1.132  0.234
H: 1.339 -1.171 0.906  0.359